Molecular formula: C18H26O4S
Method: DFT, ωB97M-V with the def2-TZVPD basis set

Frontier orbital gap (eV): 9.59
HOMO energy (hartree): -0.32938
Energy relative to the best compared isomer or geometry (same formula, charge and spin) (eV): 2.038
Total charge: 0

Structure (XYZ):
```
49
Properties=species:S:1:pos:R:3:forces:R:3
O 5.206423 -2.678112 2.554348 0.625 1.453 1.509
C 4.373657 1.188941 -1.739250 -5.194 0.770 3.318
C 3.340807 1.345945 -1.044579 4.370 -1.550 -2.610
O 3.736267 -4.254442 1.844851 0.119 -0.281 -0.014
O 1.093460 0.794774 1.987460 -0.032 0.150 -0.978
O 3.529320 -1.849655 1.041440 -1.175 0.797 1.942
C -0.720494 2.063019 0.924448 -0.638 0.314 1.282
C -1.035792 -0.266150 1.512542 -1.197 2.898 -1.029
C -2.084812 2.204565 0.567858 1.141 -0.705 -0.033
C -2.365571 -0.136662 1.005443 0.084 -0.985 0.235
C -0.197093 0.859741 1.468402 -1.176 -0.080 -0.736
C -2.906148 1.060062 0.562233 0.093 0.649 -2.339
S 3.762928 -2.712606 2.464206 2.123 -1.682 -3.191
C 5.507772 0.988817 -2.581735 0.318 -0.520 -1.561
C 1.425295 -3.239255 -0.260141 0.724 0.228 2.107
C -5.277851 1.978472 0.263605 0.469 -1.612 1.857
C -4.803018 -0.262155 -0.649578 -0.245 0.731 1.149
C -3.824890 1.718755 -1.891625 1.222 0.184 3.382
C 2.147650 1.252378 -0.216703 -0.262 -0.292 0.399
C 1.501489 -1.753033 -0.181050 -0.713 1.092 -0.499
C 2.205973 0.435833 1.085978 0.258 -0.887 0.851
C 2.236623 -1.140766 1.029606 -1.592 -1.080 -1.524
C -4.191824 1.151702 -0.390068 0.623 -0.002 -1.128
H 4.713982 -4.519103 1.675468 -2.111 1.034 0.498
H -0.075636 2.934553 1.018266 -0.143 -0.028 -0.354
H -0.608836 -1.114952 1.923456 0.234 -1.863 0.624
H -2.495145 3.140695 0.156515 0.504 -0.411 0.391
H -3.041864 -1.003828 0.875516 0.928 0.293 0.462
H 5.772376 1.906231 -3.104232 -0.063 0.104 -0.144
H 5.286160 0.200926 -3.374983 0.473 0.856 1.116
H 6.368896 0.743021 -1.978363 0.314 -0.456 0.015
H 2.379286 -3.664572 -0.549762 0.152 -0.398 0.689
H 0.754348 -3.493575 -1.024072 -1.269 -0.526 -0.842
H 1.029820 -3.479512 0.762603 0.499 -1.044 -0.994
H -5.121389 2.977183 0.583815 0.997 1.017 0.167
H -6.083740 2.039537 -0.401288 -1.614 -0.223 -0.759
H -5.502420 1.392887 1.205146 -0.449 0.751 -0.933
H -4.105558 -0.849650 -1.191686 0.441 -0.647 -0.832
H -5.826258 -0.336350 -1.053364 0.575 0.669 -0.436
H -4.932103 -0.761908 0.296957 0.042 -0.236 0.612
H -3.405098 2.743689 -1.888744 0.408 -0.733 0.220
H -4.698709 1.864390 -2.418761 -2.224 -0.223 -1.142
H -3.210594 0.977748 -2.373063 0.468 0.056 -0.322
H 1.298903 0.909590 -0.796502 -0.139 -0.124 -0.324
H 1.889809 2.239252 0.101066 -0.243 0.802 0.251
H 1.875986 -1.415428 -1.112022 0.911 0.803 -0.923
H 0.451469 -1.457403 -0.234900 0.043 0.646 0.497
H 3.059908 0.733516 1.684989 0.273 0.147 -0.087
H 1.566239 -1.457107 1.860255 1.045 0.145 0.161
```
Forces are in eV/Å.

Atom charges from the Mulliken analysis, given in e for atoms 1 to 6: number 1, O, carries -0.622; number 2, C, carries 0.722; number 3, C, carries -0.727; number 4, O, carries -0.486; number 5, O, carries -0.530; number 6, O, carries -0.338